Record 1
A structure of composition C41H34BrI3N5OPbS in a non-equilibrium geometry, computed with the ωB97M-V functional and the def2-TZVPD basis.

Structure (XYZ):
```
87
Properties=species:S:1:pos:R:3:forces:R:3
Pb -0.610118 -0.215785 0.028212 -0.411 0.091 -0.169
I -4.816879 1.493178 6.169558 0.406 -0.197 -0.298
C -3.243712 0.813976 4.917923 -0.556 0.235 0.379
C -2.015904 1.455887 4.964012 -0.140 0.063 0.096
C -1.046726 1.052721 4.079204 0.690 0.089 -0.204
I 0.831426 2.007175 3.944356 -0.363 0.047 0.192
C -1.231052 0.017505 3.147599 -0.261 0.277 0.446
O -0.283666 -0.260321 2.310072 0.212 -0.626 -0.860
C -2.475180 -0.653010 3.171684 0.317 -0.082 -0.118
C -2.678892 -1.787752 2.208798 -0.059 0.052 0.225
N -2.886841 -1.278438 0.843795 -0.439 -0.091 0.137
C -3.279196 -2.308831 -0.108415 -0.169 -0.009 -0.159
C -2.144263 -3.202794 -0.541589 -0.131 -0.332 -0.131
C -2.424228 -4.444440 -1.106159 0.088 0.095 0.010
C -1.378313 -5.262803 -1.490423 -0.008 0.204 0.094
C -0.077354 -4.817722 -1.300128 -0.029 0.052 -0.084
C 0.109076 -3.550135 -0.779862 0.114 -0.351 -0.150
N -0.896341 -2.764677 -0.416234 -0.248 -0.193 0.341
C -3.467673 -0.234691 4.040446 -0.114 0.074 0.066
H -1.834306 2.261114 5.659833 0.007 0.054 0.022
H -3.530068 -2.401921 2.527467 0.046 -0.043 0.009
H -1.776825 -2.404451 2.198957 -0.072 -0.091 -0.021
H -3.625673 -0.580251 0.871433 0.063 -0.050 0.009
H -3.664617 -1.814569 -1.007696 -0.022 -0.010 0.066
H -4.085952 -2.943446 0.287957 0.058 0.055 -0.065
H -3.448372 -4.748893 -1.254157 -0.126 -0.074 0.073
H -1.576361 -6.229056 -1.926862 0.009 -0.112 -0.033
H 0.763211 -5.435992 -1.568554 0.138 -0.017 -0.019
H 1.096558 -3.133703 -0.641298 0.145 -0.068 0.023
H -4.431992 -0.722051 4.029158 -0.076 -0.109 0.014
C 2.112215 2.559202 -2.752560 -0.053 -0.020 0.015
C 1.832141 3.877463 -2.428543 -0.098 -0.210 0.090
C 0.873959 4.138396 -1.465832 -0.045 -0.124 0.086
C 0.226389 3.073161 -0.834254 0.469 0.209 -0.519
N 0.501067 1.813417 -1.172933 -0.058 0.556 0.158
C 1.406574 1.561832 -2.099777 0.152 0.247 -0.176
C -0.792907 3.275921 0.213432 -0.439 0.526 0.465
C -1.024144 4.528033 0.783038 0.077 -0.212 -0.061
C -1.974797 4.657778 1.781696 -0.078 -0.252 -0.028
C -2.699416 3.542374 2.164299 0.034 0.141 -0.134
C -2.441724 2.345507 1.514188 -0.162 0.213 0.214
N -1.506848 2.208294 0.588749 0.164 0.179 -0.218
H 2.848323 2.314900 -3.498154 0.114 -0.078 -0.139
H 2.345388 4.690820 -2.919884 0.031 0.035 -0.033
H 0.638403 5.159371 -1.222430 -0.053 0.119 0.067
H 1.555565 0.514825 -2.325839 0.140 -0.133 -0.119
H -0.464183 5.393855 0.473282 0.104 0.054 -0.020
H -2.153640 5.614826 2.247080 0.021 0.084 0.044
H -3.445362 3.597778 2.939767 -0.120 -0.053 0.074
H -3.003317 1.455353 1.757007 -0.064 -0.009 0.121
N 1.664658 -0.582599 0.463441 0.479 -0.375 -0.232
S 2.967188 -1.123276 -0.243403 0.720 0.336 1.259
C 4.280086 0.086596 0.098093 -0.276 -0.280 -0.494
C 4.951157 0.608154 -0.993867 -0.107 -0.083 0.004
C 5.911599 1.585694 -0.801733 0.111 0.051 0.042
C 6.192444 2.034911 0.479229 0.017 0.032 -0.128
C 5.502528 1.517051 1.564929 -0.105 -0.106 0.077
C 4.541680 0.536608 1.379647 -0.048 0.019 0.099
C 3.641657 -2.495032 0.748557 -0.201 0.097 -0.458
C 3.124681 -2.836226 1.984196 -0.149 0.200 -0.070
C 3.631729 -3.947206 2.641604 0.022 -0.010 0.027
C 4.623004 -4.716017 2.052228 -0.027 0.001 0.048
C 5.124477 -4.369337 0.806917 0.041 0.011 -0.019
C 4.636424 -3.251931 0.153850 0.013 -0.005 -0.027
H 1.774381 -0.294383 1.427148 0.143 0.013 0.353
H 4.714563 0.254689 -1.985143 0.005 -0.046 -0.180
H 6.436105 1.988979 -1.653960 0.084 0.066 -0.052
H 6.946922 2.792647 0.630198 0.037 0.055 0.019
H 5.705593 1.871031 2.564637 0.054 0.040 0.051
H 4.002641 0.147294 2.230891 -0.066 -0.104 0.096
H 2.324248 -2.255884 2.419565 -0.135 0.064 0.056
H 3.242622 -4.215328 3.612775 -0.037 -0.018 0.048
H 4.998853 -5.592331 2.559691 0.028 -0.037 0.033
H 5.885189 -4.973786 0.338622 0.102 -0.049 -0.029
H 5.016070 -2.968938 -0.815303 0.108 -0.018 -0.193
Br -3.933172 -1.671445 -5.938461 -0.112 0.295 -0.057
C -3.910199 0.134311 -5.350057 0.086 -0.206 0.029
C -4.807375 1.040221 -5.902158 -0.014 -0.130 -0.006
C -4.833308 2.349339 -5.452126 0.061 0.007 0.018
C -3.964827 2.762458 -4.453083 -0.040 -0.051 -0.026
C -3.054813 1.867290 -3.916508 0.079 0.008 0.070
C -3.024829 0.557171 -4.365936 0.228 -0.464 0.095
I -1.627343 -0.780683 -3.497389 -0.332 0.339 -0.271
H -5.488840 0.708730 -6.673244 0.011 -0.004 -0.001
H -5.532392 3.049762 -5.884168 -0.067 0.012 -0.024
H -4.003118 3.777017 -4.085239 0.049 0.068 -0.003
H -2.363735 2.175522 -3.145859 0.033 0.068 0.067
```
Positions in Å, forces in eV/Å.

energy relative to the best compared isomer or geometry (same formula, charge and spin): 0.9 kJ/mol
LUMO: -2.460 eV
charge: +1
highest occupied orbital energy: -9.56 eV

Atomic partial charges in e from the Löwdin method, atoms 1 to 8: number 1, Pb, carries 1.29; number 2, I, carries 0.83; number 3, C, carries -0.72; number 4, C, carries -0.23; number 5, C, carries -0.61; number 6, I, carries 0.91; number 7, C, carries -0.51; number 8, O, carries -0.35

***

Record 2
A structure of composition C38H67N3SbSe3Si3SnTe2 in a non-equilibrium geometry, computed with the ωB97M-V functional and the def2-TZVPD basis.

Structure (XYZ):
```
118
Properties=species:S:1:pos:R:3:forces:R:3
Sn -0.385663 -2.223173 -0.946875 0.381 0.017 0.237
C 0.747230 1.811295 -4.237726 0.777 -1.605 -0.309
C 0.655527 0.328298 -4.627305 -0.723 0.221 -0.050
C 1.550973 -0.277963 -5.500451 0.212 -0.297 -0.009
C 1.363349 -1.591415 -5.920536 -2.515 0.645 2.278
C 0.224498 -2.219377 -5.386079 0.634 0.044 -0.280
C -0.636379 -1.577863 -4.489580 -0.027 -0.064 -0.823
N -0.455545 -0.303025 -4.209314 1.175 1.189 0.790
Sb -2.645800 -2.306660 -3.941397 0.042 -0.818 -1.073
C -1.710492 -4.087748 -3.103367 2.040 -1.212 1.376
C -2.192613 -5.185195 -3.781088 -1.423 -0.905 -1.271
C -1.698711 -6.494404 -3.601455 -0.088 2.343 0.298
C -0.756956 -6.625465 -2.615299 0.959 -0.628 -0.312
C -0.129141 -5.550525 -2.015335 -3.311 1.643 -0.927
C 0.921613 -5.772567 -1.053330 1.186 0.822 -0.007
N -0.619433 -4.290740 -2.249750 -0.558 -0.025 -0.430
C -3.014602 -0.571798 -2.825631 0.280 1.196 0.060
C -3.429529 0.507407 -3.615140 0.076 -0.325 -0.166
C -3.640665 1.782985 -3.118982 0.046 -0.754 1.022
C -3.494985 1.864240 -1.748889 0.289 0.986 1.839
C -3.050873 0.737219 -0.983627 -0.414 1.249 -1.200
C -2.844346 0.907442 0.480102 -0.077 -0.864 0.302
N -2.757598 -0.447123 -1.528636 -0.829 0.745 0.344
H 1.813245 2.107672 -4.190138 -0.681 0.126 0.166
H 0.173493 1.992578 -3.328530 0.263 0.036 -0.030
H 0.266387 2.274912 -5.071981 -0.275 0.972 -0.418
H 2.391105 0.256041 -5.875475 0.641 0.544 -0.076
H 2.031462 -2.128161 -6.515200 0.963 -0.519 -1.090
H -0.036559 -3.205705 -5.700519 0.033 -0.746 -0.080
H -3.072165 -5.000088 -4.457656 1.049 -0.392 0.600
H -1.983716 -7.282229 -4.256945 -0.478 -0.645 -0.044
H -0.340247 -7.567119 -2.337726 0.038 -0.801 -0.104
H 1.227458 -6.790897 -0.999226 0.076 -0.801 0.177
H 0.714411 -5.354362 -0.098601 -0.558 0.094 1.013
H 1.763611 -5.194516 -1.373685 0.885 0.334 -0.285
H -3.525745 0.349385 -4.661629 -0.153 -0.221 -0.829
H -3.925477 2.632572 -3.729956 0.046 -0.157 -0.003
H -3.656135 2.842681 -1.169362 0.203 -1.523 -0.972
H -1.976101 1.572965 0.632654 -0.360 -0.350 0.310
H -2.666940 -0.140250 0.846651 -0.038 1.171 0.197
H -3.753624 1.345140 0.942991 0.635 -0.264 -0.112
Se -5.014157 -3.416906 -2.684489 -0.122 -0.098 0.289
Se -4.362338 -4.765073 -0.900088 -0.001 0.205 0.340
Te -3.773289 -3.205734 1.037074 -0.746 -0.235 -0.410
Se -1.317039 -3.415025 1.163859 0.600 -0.116 0.298
C 4.042428 -3.913407 0.176413 0.083 -1.845 0.206
C 3.389991 -3.045169 1.245956 0.364 -0.691 0.790
C 4.546980 -2.418696 2.058107 -2.477 2.302 0.500
C 2.651551 -4.053470 2.151993 -1.283 0.260 0.512
Si 2.110658 -1.827744 0.430106 -0.065 1.125 -0.230
C 3.021016 -0.976124 -1.085495 0.392 -0.760 0.199
C 4.486293 -0.581675 -0.801452 -0.617 0.116 -0.212
C 2.301341 0.296253 -1.497309 0.691 0.866 -0.231
C 2.858485 -1.909283 -2.348000 0.550 1.076 1.688
C 1.683087 -0.385257 1.764884 1.610 -0.809 0.752
C 2.802666 0.715538 2.109178 -1.198 0.032 -2.558
C 0.355926 0.299018 1.443024 1.243 0.853 -0.478
C 1.497164 -1.171598 3.095376 -1.804 -0.330 -0.838
H 4.980348 -4.357678 0.569042 -0.098 0.501 -0.272
H 4.180240 -3.523145 -0.809387 0.479 0.622 -0.252
H 3.451631 -4.825154 0.006666 -0.231 0.241 -0.012
H 5.124270 -3.020237 2.692589 0.629 -1.577 0.725
H 4.219335 -1.559523 2.691433 -0.158 -0.884 -0.067
H 5.180336 -1.889853 1.433347 1.621 0.645 -1.576
H 3.278049 -4.923120 2.436766 -0.301 0.240 -0.455
H 1.672546 -4.337035 1.672495 1.040 -0.286 0.324
H 2.317148 -3.608684 3.104700 0.331 -0.134 -0.312
H 4.545574 0.157273 0.015840 0.067 -0.575 -0.008
H 4.767907 -0.010785 -1.680182 0.664 -0.018 -0.393
H 5.154186 -1.438076 -0.655234 -0.066 0.336 0.057
H 2.195826 1.052056 -0.692946 -0.356 -0.594 -0.421
H 1.406009 0.022823 -2.024454 -1.048 0.270 0.311
H 2.864311 0.828859 -2.295277 0.156 -0.292 0.273
H 3.341724 -2.861448 -2.312099 0.202 -0.672 0.280
H 3.288666 -1.398585 -3.183612 -0.125 0.460 -0.922
H 1.792721 -2.039484 -2.393422 -0.419 -0.262 -0.926
H 2.804595 1.439113 1.225657 0.263 -0.685 1.131
H 3.820924 0.322947 2.215891 -0.408 0.106 0.165
H 2.477809 1.295001 2.972251 0.093 -0.064 0.287
H 0.420420 0.816433 0.449112 -0.464 -0.597 0.716
H -0.445033 -0.417443 1.528119 -0.444 -0.145 -0.293
H 0.197427 1.087898 2.190231 -0.220 0.051 0.077
H 2.378692 -1.709733 3.417286 0.296 0.735 0.511
H 0.760887 -2.019120 2.964175 0.283 0.995 0.056
H 1.040274 -0.428733 3.783531 0.553 -0.684 0.335
C 1.110418 4.730351 2.714942 -0.314 0.328 -0.458
Si 0.112535 5.703034 1.401900 0.128 -1.072 -0.013
C -0.319356 4.550883 -0.002349 -0.319 -0.876 -1.076
C 1.088935 7.122272 0.801982 0.879 1.234 -1.480
C -1.428206 6.558550 2.025941 -0.019 -1.977 0.778
Te -3.089473 5.198069 2.309234 0.091 0.160 0.110
C -2.252184 4.042128 3.935177 0.524 1.406 -0.296
Si -3.443804 2.736647 4.425139 -0.286 -1.307 -1.342
C -4.019644 3.170350 6.074996 0.562 2.321 0.576
C -5.011493 2.886937 3.417727 -1.087 -0.524 1.040
C -2.690090 1.018955 4.229229 0.296 1.525 0.804
H 2.001494 4.320539 2.233019 0.105 0.204 -0.031
H 0.591226 3.866814 3.097828 -0.348 -0.351 0.005
H 1.401391 5.300483 3.591295 0.169 0.296 0.038
H -0.755647 3.569322 0.308973 -0.102 0.922 0.002
H -1.048497 5.086110 -0.673277 0.475 -0.639 0.568
H 0.506345 4.198331 -0.665450 -0.178 0.668 0.521
H 2.174907 6.987364 0.671050 -0.364 -0.273 -0.239
H 1.036923 7.875110 1.574432 -0.199 0.525 0.290
H 0.664799 7.586142 -0.152311 0.515 -0.641 1.214
H -1.820150 7.325838 1.413922 -0.218 0.882 -0.769
H -1.219142 6.937039 3.005226 0.034 0.561 0.628
H -2.051392 4.726339 4.771581 -0.130 -0.073 -0.194
H -1.292019 3.713275 3.576733 0.175 -0.420 -0.092
H -4.245224 4.284889 6.046121 0.291 -1.155 0.101
H -3.215370 3.018999 6.774958 0.207 -0.008 0.640
H -4.901437 2.702209 6.394555 -1.166 -0.890 0.513
H -4.996977 2.545645 2.407650 0.288 0.319 -1.012
H -5.370069 3.925287 3.547351 -0.059 -0.457 -0.421
H -5.806441 2.216996 3.837060 0.599 0.549 0.146
H -1.876051 0.849927 4.934814 -0.049 -0.095 0.102
H -2.292741 0.897543 3.247303 0.183 -0.204 -0.845
H -3.485466 0.342978 4.405626 -0.659 -1.083 0.122
```
Positions in Å, forces in eV/Å.

energy relative to the best compared isomer or geometry (same formula, charge and spin): 136.1 kJ/mol
LUMO: 1.760 eV
charge: -1
highest occupied orbital energy: -3.66 eV

Atomic partial charges in e from the Löwdin method, atoms 1 to 8: number 1, Sn, carries 0.77; number 2, C, carries -0.04; number 3, C, carries -0.34; number 4, C, carries -0.06; number 5, C, carries -0.06; number 6, C, carries -0.11; number 7, C, carries -0.47; number 8, N, carries 0.06

***

Record 3
A structure of composition C13H20N9RhS4 in a non-equilibrium geometry, computed with the ωB97M-V functional and the def2-TZVPD basis.

Structure (XYZ):
```
47
Properties=species:S:1:pos:R:3:forces:R:3
Rh 0.330628 -0.725342 0.017809 0.433 -1.341 0.328
C -2.022333 1.063746 4.331237 0.007 -0.004 -0.022
S -0.568020 1.940503 3.727534 -0.012 0.003 0.005
C -0.021824 0.961716 2.413440 0.105 -0.094 0.020
S -0.874516 -0.497288 1.947108 -0.187 0.446 -0.013
N 1.063709 1.396910 1.840194 -0.011 -0.206 0.002
N 1.478307 0.632917 0.781887 0.156 0.569 0.249
C 2.630947 0.851608 0.266947 -0.061 0.042 -0.138
C 2.973647 0.096000 -0.935710 -0.056 -0.018 0.034
C 4.202837 0.193780 -1.560465 -0.020 0.013 0.009
C 4.428618 -0.558073 -2.705950 0.017 0.000 -0.007
C 3.419381 -1.372469 -3.187045 0.003 0.001 -0.032
C 2.211492 -1.416979 -2.506259 -0.013 0.051 0.008
N 1.990973 -0.706416 -1.406244 -0.364 0.158 -0.122
H -2.474171 1.740684 5.053928 0.009 -0.006 0.012
H -1.744501 0.140636 4.833199 0.001 -0.009 -0.013
H -2.732047 0.875579 3.529254 -0.014 0.016 0.007
H 3.280605 1.597163 0.709624 0.008 0.018 -0.044
H 4.964172 0.846711 -1.156424 0.003 -0.001 -0.002
H 5.381190 -0.504170 -3.215018 -0.001 0.004 -0.001
H 3.554265 -1.964107 -4.081017 -0.004 -0.006 0.005
H 1.394897 -2.034607 -2.856570 0.004 -0.012 -0.001
N -1.013780 -2.450699 -0.416640 0.063 0.428 -0.141
N -0.466159 -3.696802 -0.068478 0.059 0.030 0.078
C 0.647687 -3.735216 0.684409 -0.001 0.009 -0.146
N 1.055045 -4.903109 1.154912 -0.036 -0.013 -0.031
S 1.565581 -2.337977 1.001667 0.097 -0.036 0.326
H -1.812111 -2.239641 0.181565 -0.096 -0.077 -0.107
H -1.337035 -2.459793 -1.379209 0.120 -0.064 -0.038
H -1.048224 -4.515989 -0.181535 -0.024 0.014 0.056
H 0.560052 -5.764371 0.981817 0.009 -0.005 0.005
H 1.896793 -4.955030 1.707478 -0.001 0.000 0.001
C -2.334723 4.344859 0.830350 0.005 -0.006 0.011
C -1.207472 3.675955 0.050257 0.002 -0.011 0.012
C -1.594394 2.376000 -0.578137 0.147 0.098 0.114
N -0.788537 1.384305 -0.759832 -0.230 -0.151 -0.161
N -1.380206 0.301546 -1.385062 -0.129 0.047 -0.288
C -2.631262 0.515004 -1.683151 0.025 0.169 0.091
N -3.425616 -0.413261 -2.288491 0.009 -0.114 0.053
S -3.188628 2.071997 -1.193364 0.004 -0.003 -0.051
H -2.012485 5.321637 1.184725 0.010 -0.012 0.024
H -2.624522 3.748780 1.695980 -0.016 -0.012 -0.007
H -3.218321 4.506073 0.209582 0.008 0.013 -0.005
H -0.347061 3.475082 0.691006 0.010 0.023 -0.003
H -0.860418 4.337565 -0.748082 -0.016 -0.005 -0.008
H -2.960623 -1.022817 -2.942863 -0.018 0.048 -0.069
H -4.341820 -0.122600 -2.590380 -0.005 0.007 0.002
```
Positions in Å, forces in eV/Å.

energy relative to the best compared isomer or geometry (same formula, charge and spin): 114.1 kJ/mol
LUMO: -6.585 eV
charge: +2
highest occupied orbital energy: -13.86 eV

Atomic partial charges in e from the Löwdin method, atoms 1 to 8: number 1, Rh, carries 0.67; number 2, C, carries -0.40; number 3, S, carries 0.94; number 4, C, carries -1.03; number 5, S, carries 0.64; number 6, N, carries -0.05; number 7, N, carries -0.22; number 8, C, carries -0.02